No. 1
Below is a structure of composition C39H31N4NdO3SeTe at a distorted geometry, with properties calculated with wB97M-V/def2-TZVPD.

## Properties
Frontier orbital gap (spin up / spin down) (eV): 7.834 / 7.846
<S²>: 3.75
LUMO energy (spin up / spin down) (eV): 0.2 / 0.2

```
! wB97M-V def2-TZVPD RIJCOSX def2/J DEFGRID3
* xyz 0 4
Nd -0.999 -0.968 0.328
O -1.908 0.525 1.635
C -3.093 0.564 2.227
C -3.196 1.045 3.542
C -4.403 1.076 4.205
C -5.565 0.632 3.578
C -5.479 0.155 2.288
C -4.268 0.104 1.589
C -4.259 -0.441 0.223
N -3.217 -0.602 -0.581
C -3.690 -1.146 -1.758
C -5.029 -1.324 -1.662
N -5.377 -0.864 -0.412
H -2.298 1.397 4.028
H -4.442 1.447 5.221
H -6.515 0.652 4.091
H -6.390 -0.201 1.824
H -3.032 -1.348 -2.586
H -5.757 -1.715 -2.349
H -6.295 -0.897 -0.013
C 2.288 4.073 0.640
C 1.687 2.855 0.000
C 0.607 2.970 -0.883
C 0.018 1.856 -1.451
C -1.142 2.020 -2.394
O -2.195 2.436 -1.959
C -0.988 1.641 -3.831
C 0.211 1.143 -4.329
C 0.314 0.812 -5.673
C -0.779 0.977 -6.509
C -1.980 1.471 -6.012
C -2.086 1.804 -4.673
C 0.529 0.581 -1.163
O -0.090 -0.532 -1.607
C 1.612 0.448 -0.282
C 2.180 1.590 0.281
C 2.117 -0.955 -0.012
N 1.492 -1.608 0.882
C 1.728 -3.007 1.216
C 1.151 -3.364 2.601
Te -0.195 -1.948 3.449
C 1.237 -0.415 3.624
C 2.580 -0.699 3.855
C 3.503 0.330 3.974
C 3.094 1.653 3.883
C 1.758 1.938 3.653
C 0.833 0.912 3.510
C 3.224 -1.449 -0.873
C 3.047 -2.562 -1.683
C 4.077 -2.984 -2.512
C 5.285 -2.306 -2.520
C 5.465 -1.191 -1.712
C 4.431 -0.753 -0.901
H 2.700 4.762 -0.099
H 3.093 3.795 1.321
H 1.544 4.626 1.216
H 0.205 3.950 -1.114
H 1.056 1.013 -3.671
H 1.244 0.424 -6.066
H -0.695 0.717 -7.556
H -2.828 1.597 -6.672
H -3.005 2.190 -4.254
H 3.002 1.485 0.980
H 2.797 -3.242 1.181
H 1.231 -3.625 0.465
H 1.940 -3.532 3.332
H 0.563 -4.280 2.549
H 2.925 -1.720 3.953
H 4.545 0.096 4.154
H 3.816 2.453 3.988
H 1.426 2.965 3.562
H -0.190 1.150 3.267
H 2.095 -3.079 -1.691
H 3.931 -3.842 -3.154
H 6.087 -2.642 -3.164
H 6.405 -0.655 -1.720
H 4.561 0.130 -0.289
Se -4.066 -3.794 2.018
C -2.583 -3.500 1.029
N -1.600 -3.275 0.428
*
```

No. 2
Below is a structure of composition C12H14Cl3CoGeO4SSe2 at a distorted geometry, with properties calculated with wB97M-V/def2-TZVPD.

## Properties
Frontier orbital gap (spin up / spin down) (eV): 6.857 / 6.855
Energy above the lowest of the compared OMol25 structures with the same formula, charge and spin (kJ/mol): 0.0
<S²>: 0.81
LUMO energy (spin up / spin down) (eV): 2.0 / 2.0

```
! wB97M-V def2-TZVPD RIJCOSX def2/J DEFGRID3
* xyz -1 2
Co -0.408 1.120 0.956
O 3.126 0.084 -0.695
C 2.263 0.802 -0.245
O 1.146 0.336 0.271
C 2.452 2.301 -0.199
C 3.779 2.725 -0.130
C 4.113 4.066 -0.106
C 3.097 5.011 -0.175
C 1.778 4.606 -0.252
C 1.420 3.252 -0.258
S -0.301 2.863 -0.418
H 4.542 1.958 -0.108
H 5.150 4.372 -0.044
H 3.331 6.069 -0.167
H 0.986 5.343 -0.306
O -5.286 0.678 3.507
C -4.102 0.029 3.960
C -2.953 0.238 2.957
C -2.751 1.764 2.898
O -1.713 2.184 2.007
C -3.378 -0.415 1.641
Se -2.226 -0.255 0.063
C -1.791 -0.555 3.567
Se 0.014 -0.244 2.922
H -6.024 0.372 4.040
H -4.266 -1.048 4.069
H -3.805 0.432 4.937
H -2.512 2.120 3.907
H -3.692 2.219 2.587
H -1.795 3.089 1.681
H -4.348 -0.023 1.333
H -3.496 -1.484 1.831
H -1.979 -1.616 3.405
H -1.721 -0.391 4.646
Cl 0.157 -2.154 -1.328
Ge 0.053 -1.643 0.811
Cl -1.238 -3.339 1.530
Cl 2.003 -2.569 1.347
*
```

No. 3
Below is an isolated molecule of C3H2S at a distorted geometry, with properties calculated with wB97M-V/def2-TZVPD.

## Properties
Frontier orbital gap (eV): 7.117
Energy above the lowest of the compared OMol25 structures with the same formula, charge and spin (kJ/mol): 28.4
SMILES string: C=C=C=S
LUMO energy (eV): -1.2

```
! wB97M-V def2-TZVPD RIJCOSX def2/J DEFGRID3
* xyz 0 1
C -0.164 0.113 0.221
C -1.403 0.309 0.152
C 1.054 -0.186 -0.065
S -2.935 0.191 -0.036
H 1.740 0.356 -0.745
H 1.709 -0.782 0.473
*
```

No. 4
Below is a structure of composition C10H11NO at a distorted geometry, with properties calculated with wB97M-V/def2-TZVPD.

## Properties
Frontier orbital gap (eV): 9.023
Energy above the lowest of the compared OMol25 structures with the same formula, charge and spin (kJ/mol): 368.3
LUMO energy (eV): 0.9

```
! wB97M-V def2-TZVPD RIJCOSX def2/J DEFGRID3
* xyz 0 1
C -2.925 0.878 0.076
C -3.211 -0.417 0.252
C -1.607 1.380 -0.224
C -2.161 -1.370 0.129
C -0.563 0.455 -0.264
C -0.875 -0.932 -0.100
C 0.827 0.561 -0.481
C 1.401 -0.909 -0.290
C 1.684 2.102 0.246
C 2.803 -1.200 0.272
N 0.262 -1.683 -0.075
O 1.320 -0.174 -1.597
H -3.652 1.696 -0.158
H -4.243 -0.721 0.469
H -1.340 2.432 -0.367
H -2.187 -2.468 0.354
H 1.840 1.615 1.192
H 0.869 2.746 0.324
H 2.566 2.348 -0.424
H 3.478 -0.582 -0.273
H 2.932 -2.269 0.149
H 2.697 -0.821 1.291
H 0.083 -2.669 -0.501
*
```

No. 5
Below is a cluster of 15 separate species, C53H139Cl4N21O13P4 in total at a distorted geometry, with properties calculated with wB97M-V/def2-TZVPD.

## Properties
Frontier orbital gap (eV): 8.573
LUMO energy (eV): -0.1

```
! wB97M-V def2-TZVPD RIJCOSX def2/J DEFGRID3
* xyz 0 1
C -0.807 -0.925 -5.288
Cl -1.422 -1.980 -6.590
Cl -1.935 0.490 -5.122
H -0.922 -1.400 -4.334
H 0.168 -0.497 -5.455
C -5.170 -1.188 -4.397
Cl -4.406 -2.637 -3.837
Cl -5.925 -1.363 -6.016
H -5.968 -0.929 -3.723
H -4.418 -0.388 -4.439
C -0.927 2.867 5.687
O -1.107 3.396 4.603
N -1.464 1.655 6.022
C -2.627 1.130 5.338
C -1.102 1.036 7.256
H -0.109 3.216 6.370
H -3.405 1.522 5.994
H -2.593 0.043 5.269
H -2.721 1.588 4.341
H -0.821 -0.012 7.068
H -0.178 1.514 7.574
H -1.840 1.086 8.056
C -5.541 -0.976 3.078
O -6.420 -0.534 3.838
N -5.527 -2.145 2.350
C -4.541 -2.435 1.337
C -6.633 -3.036 2.461
H -4.624 -0.414 2.877
H -4.340 -3.514 1.322
H -3.583 -1.908 1.517
H -4.914 -2.187 0.342
H -6.219 -3.922 2.968
H -7.338 -2.622 3.162
H -7.231 -3.283 1.553
C 5.187 1.784 0.698
O 3.976 1.905 0.525
N 6.032 0.984 -0.026
C 7.439 0.889 0.284
C 5.575 0.259 -1.168
H 5.757 2.278 1.477
H 7.660 1.539 1.146
H 8.033 1.304 -0.528
H 7.805 -0.123 0.430
H 4.561 0.603 -1.290
H 6.128 0.430 -2.112
H 5.596 -0.785 -0.885
C -4.192 3.591 2.478
O -5.009 2.803 2.085
N -3.556 4.513 1.728
C -2.427 5.273 2.295
C -4.039 4.792 0.441
H -3.857 3.553 3.535
H -1.530 5.085 1.707
H -2.294 4.910 3.295
H -2.534 6.365 2.275
H -3.875 5.820 0.171
H -3.580 4.119 -0.319
H -5.133 4.611 0.488
C 0.050 -6.629 -0.387
O 0.121 -7.841 -0.455
N -0.848 -5.794 -1.055
C -0.934 -4.311 -0.671
C -1.977 -6.366 -1.765
H 0.725 -6.016 0.258
H -1.026 -3.742 -1.599
H -0.100 -3.891 -0.121
H -1.841 -4.114 -0.101
H -1.667 -7.351 -2.131
H -2.756 -6.519 -1.036
H -2.311 -5.743 -2.599
C -1.796 -5.468 5.531
O -1.208 -6.451 5.136
N -2.181 -4.403 4.790
C -2.945 -3.325 5.314
C -2.140 -4.465 3.377
H -1.953 -5.300 6.592
H -3.965 -3.277 4.948
H -2.435 -2.431 5.005
H -2.948 -3.347 6.400
H -1.847 -3.500 2.956
H -1.535 -5.337 3.138
H -3.165 -4.663 2.982
C 2.680 1.663 6.301
O 1.883 2.179 7.138
N 2.983 2.215 5.132
C 3.622 1.459 4.105
C 2.518 3.545 4.823
H 3.107 0.672 6.494
H 2.962 1.260 3.265
H 3.825 0.476 4.506
H 4.595 1.839 3.795
H 1.673 3.539 4.172
H 2.255 4.067 5.753
H 3.367 4.065 4.380
C 2.169 3.581 -4.443
O 1.208 2.874 -4.104
N 3.247 3.927 -3.684
C 4.023 5.078 -4.085
C 3.258 3.430 -2.364
H 2.196 3.961 -5.498
H 3.653 5.937 -3.483
H 3.828 5.373 -5.126
H 5.097 4.965 -3.890
H 2.687 4.064 -1.686
H 2.889 2.403 -2.391
H 4.302 3.444 -2.077
C -7.071 -0.473 -0.431
O -6.783 -1.077 -1.478
N -7.009 0.870 -0.192
C -7.746 1.497 0.919
C -6.601 1.745 -1.240
H -7.624 -0.996 0.365
H -8.691 1.889 0.525
H -7.183 2.300 1.401
H -8.047 0.758 1.651
H -5.951 2.540 -0.876
H -6.107 1.166 -2.036
H -7.477 2.171 -1.766
O 3.768 -1.608 4.968
P 3.562 -2.848 4.213
N 4.535 -4.043 4.640
C 4.374 -4.510 5.990
C 5.209 -4.988 3.759
N 3.791 -2.697 2.597
C 4.903 -1.926 2.047
C 3.013 -3.503 1.690
N 2.072 -3.464 4.348
C 0.902 -2.685 4.698
C 1.700 -4.828 4.211
H 3.619 -5.316 6.044
H 4.066 -3.735 6.681
H 5.345 -4.867 6.365
H 5.118 -4.724 2.719
H 4.836 -5.999 3.904
H 6.259 -5.130 4.061
H 5.565 -2.640 1.571
H 4.559 -1.169 1.344
H 5.523 -1.411 2.837
H 3.113 -4.599 1.822
H 1.973 -3.166 1.754
H 3.291 -3.291 0.634
H 0.138 -2.705 3.897
H 0.457 -3.122 5.615
H 1.167 -1.627 4.800
H 0.970 -5.012 3.395
H 1.110 -5.198 5.055
H 2.549 -5.468 4.027
O 1.986 -2.090 -5.431
P 3.354 -2.577 -5.077
N 3.253 -3.581 -3.772
C 1.979 -3.961 -3.262
C 4.540 -4.044 -3.249
N 4.419 -1.346 -5.066
C 5.808 -1.417 -5.218
C 3.859 -0.071 -4.700
N 4.076 -3.612 -6.098
C 3.606 -5.005 -6.099
C 4.179 -3.098 -7.461
H 1.200 -4.005 -4.055
H 1.566 -3.285 -2.496
H 2.060 -4.948 -2.784
H 4.420 -4.408 -2.251
H 5.264 -3.237 -3.256
H 4.949 -4.864 -3.891
H 6.115 -0.718 -6.018
H 6.336 -1.119 -4.297
H 6.083 -2.423 -5.487
H 3.998 0.650 -5.515
H 2.800 -0.179 -4.477
H 4.301 0.284 -3.744
H 4.431 -5.656 -6.369
H 3.194 -5.290 -5.129
H 2.875 -5.202 -6.877
H 4.809 -3.802 -8.039
H 4.660 -2.128 -7.420
H 3.241 -3.167 -8.026
O -0.904 -1.806 0.897
P -0.851 -0.451 0.285
N -0.528 0.644 1.467
C -0.117 1.994 1.191
C -0.086 0.275 2.790
N -2.241 0.121 -0.328
C -2.864 -0.691 -1.346
C -3.075 1.151 0.173
N 0.122 -0.385 -0.991
C 0.140 0.695 -1.999
C 1.456 -0.829 -0.608
H 0.949 2.111 1.195
H -0.482 2.636 1.995
H -0.552 2.375 0.271
H 0.984 0.267 2.862
H -0.436 -0.704 3.087
H -0.520 1.023 3.473
H -2.362 -1.668 -1.467
H -3.896 -0.881 -1.027
H -2.888 -0.165 -2.313
H -4.050 0.669 0.321
H -2.825 1.416 1.212
H -3.120 2.080 -0.433
H 0.875 1.453 -1.693
H 0.539 0.306 -2.923
H -0.849 1.107 -2.180
H 2.009 -0.115 -0.003
H 2.020 -1.048 -1.520
H 1.384 -1.773 -0.046
O -2.785 7.091 -1.978
P -2.051 6.123 -2.830
N -2.948 4.813 -3.026
C -2.549 3.501 -3.589
C -4.380 4.963 -2.849
N -0.555 5.540 -2.457
C 0.478 6.518 -2.304
C -0.471 4.511 -1.420
N -1.550 6.965 -4.185
C -1.170 6.102 -5.234
C -2.098 8.232 -4.567
H -3.103 3.260 -4.492
H -2.914 2.719 -2.882
H -1.477 3.403 -3.760
H -4.960 4.685 -3.736
H -4.581 5.971 -2.495
H -4.714 4.222 -2.096
H 0.350 7.081 -1.371
H 1.444 6.016 -2.294
H 0.494 7.227 -3.112
H 0.419 3.963 -1.635
H -0.474 4.958 -0.421
H -1.323 3.848 -1.477
H -2.076 5.881 -5.845
H -0.420 6.484 -5.919
H -0.837 5.166 -4.818
H -2.447 8.708 -3.679
H -2.915 8.161 -5.333
H -1.229 8.781 -4.959
*
```

No. 6
Below is a cluster of 2 separate species, C4H9N in total at a distorted geometry, with properties calculated with wB97M-V/def2-TZVPD.

## Properties
Frontier orbital gap (eV): 10.888
Energy above the lowest of the compared OMol25 structures with the same formula, charge and spin (kJ/mol): 155.8
SMILES string: C=CC.C=N
LUMO energy (eV): 1.1

```
! wB97M-V def2-TZVPD RIJCOSX def2/J DEFGRID3
* xyz 0 1
C -1.852 -2.309 0.676
N -2.068 -1.105 0.970
H -2.635 -3.029 0.475
H -0.849 -2.673 0.433
H -1.237 -0.539 0.856
C 0.196 1.829 -0.051
C 1.191 0.706 -0.014
C 1.776 0.225 -1.102
H -0.780 1.526 0.319
H 0.145 2.291 -1.031
H 0.530 2.622 0.620
H 1.494 0.344 0.961
H 2.682 -0.360 -1.023
H 1.407 0.472 -2.088
*
```

No. 7
Below is a structure of composition C34H41ClMoN4P2 at a distorted geometry, with properties calculated with wB97M-V/def2-TZVPD.

## Properties
Frontier orbital gap (spin up / spin down) (eV): 5.676 / 4.562
Energy above the lowest of the compared OMol25 structures with the same formula, charge and spin (kJ/mol): 0.0
<S²>: 2.01
LUMO energy (spin up / spin down) (eV): -6.7 / -7.8

```
! wB97M-V def2-TZVPD RIJCOSX def2/J DEFGRID3
* xyz 2 3
Mo 1.434 0.296 -2.347
C 3.429 0.074 -2.645
C 3.206 0.473 -1.263
C 3.532 1.892 -0.819
C 2.802 2.920 -1.683
C 1.506 2.387 -2.234
C 1.317 1.916 -3.584
C 2.451 1.600 -4.490
C 3.701 1.017 -3.795
C -0.708 -0.006 -1.944
H 3.719 -0.954 -2.842
H 3.355 -0.258 -0.465
H 4.615 2.092 -0.843
H 3.274 2.017 0.243
H 2.562 3.757 -1.015
H 3.464 3.302 -2.463
H 0.637 2.885 -1.799
H 0.361 2.120 -4.061
H 2.764 2.489 -5.061
H 2.102 0.871 -5.231
H 4.224 0.434 -4.574
H 4.378 1.807 -3.460
H -0.667 -0.772 -2.731
H -1.446 0.740 -2.220
H -1.010 -0.499 -0.995
P -1.491 1.406 0.408
P 0.386 -1.858 1.402
N -1.536 3.086 -0.553
N -2.476 1.903 1.679
N 1.661 -2.204 0.143
N 0.821 -2.629 2.795
C 0.212 1.234 1.062
C 0.776 -0.092 1.700
C -1.857 3.209 -1.909
C -2.061 4.542 -2.238
C -1.846 5.297 -1.048
C -1.523 4.379 -0.035
C -3.871 1.725 1.568
C -4.474 2.476 2.558
C -3.433 3.119 3.322
C -2.224 2.753 2.761
C 1.378 -1.973 -1.322
C 2.367 -2.776 -1.979
C 3.104 -3.503 -1.046
C 2.656 -3.139 0.229
C 2.175 -2.541 3.168
C 2.401 -3.447 4.171
C 1.136 -4.048 4.499
C 0.181 -3.561 3.629
H 0.275 1.978 1.867
H 0.884 1.573 0.253
H 1.881 -0.076 1.566
H 0.642 0.012 2.793
H -1.904 2.360 -2.575
H -2.364 4.912 -3.213
H -1.950 6.372 -0.934
H -1.286 4.552 0.997
H -4.266 1.062 0.815
H -5.535 2.582 2.721
H -3.565 3.780 4.167
H -1.197 2.962 3.027
H 0.346 -2.283 -1.504
H 2.481 -2.806 -3.060
H 3.853 -4.265 -1.235
H 3.018 -3.532 1.176
H 2.829 -1.847 2.658
H 3.372 -3.649 4.608
H 0.981 -4.747 5.316
H -0.889 -3.758 3.543
Cl -2.571 -4.110 -1.398
C -3.175 -3.400 0.053
C -4.530 -3.529 0.311
C -5.056 -2.939 1.477
C -4.245 -2.179 2.326
C -2.858 -2.096 2.087
C -2.326 -2.753 0.983
C -0.866 -2.947 0.699
H -5.158 -4.096 -0.377
H -6.116 -3.055 1.678
H -4.676 -1.694 3.203
H -2.210 -1.567 2.792
H -0.589 -4.009 0.912
H -0.691 -2.769 -0.370
*
```